*a*
Formula: C17H68O17
Source: the Open Molecules 2025 dataset
Level of theory: ωB97M-V with the def2-TZVPD basis set

Geometry (Å):
C -9.699 14.502 0.272
O -10.948 14.265 -0.420
H -9.776 14.514 1.359
H -8.984 13.710 0.050
H -9.354 15.451 -0.137
H -10.782 14.196 -1.363
C -11.274 18.733 2.399
O -12.479 18.828 1.649
H -11.068 19.710 2.836
H -11.249 17.956 3.163
H -10.413 18.480 1.779
H -12.577 17.964 1.244
C -9.774 19.032 5.620
O -9.216 20.283 5.383
H -9.218 18.252 5.100
H -9.664 18.817 6.684
H -10.821 18.913 5.341
H -9.960 20.881 5.485
C -8.746 19.783 -0.931
O -8.682 18.353 -0.923
H -9.048 20.046 -1.945
H -9.489 20.274 -0.303
H -7.782 20.252 -0.736
H -9.408 17.965 -1.418
C -3.223 17.234 2.856
O -2.778 17.184 4.230
H -2.449 17.623 2.194
H -3.376 16.213 2.506
H -4.149 17.778 2.673
H -1.947 16.704 4.203
C -5.232 18.370 0.009
O -6.064 17.294 -0.509
H -5.654 18.681 0.965
H -4.188 18.057 0.000
H -5.380 19.277 -0.577
H -6.872 17.681 -0.854
C -7.149 21.518 2.520
O -6.449 22.522 1.846
H -8.218 21.469 2.312
H -6.777 20.525 2.266
H -7.005 21.606 3.597
H -5.557 22.179 1.751
C -7.626 15.490 6.653
O -6.902 16.564 7.229
H -7.115 14.532 6.565
H -8.534 15.254 7.207
H -8.048 15.700 5.670
H -6.051 16.520 6.786
C -6.572 13.137 3.914
O -7.316 13.973 3.039
H -6.056 12.405 3.292
H -5.767 13.675 4.413
H -7.254 12.647 4.609
H -6.741 14.268 2.329
C -10.124 12.345 3.810
O -11.459 12.492 4.349
H -9.648 13.306 3.610
H -9.519 11.941 4.621
H -10.147 11.730 2.911
H -11.387 13.242 4.944
C -3.724 15.368 7.041
O -4.525 16.121 6.116
H -3.406 14.454 6.540
H -2.910 15.990 7.413
H -4.204 15.039 7.962
H -3.955 16.664 5.567
C -3.500 21.525 2.743
O -4.082 21.450 1.507
H -4.146 21.026 3.465
H -2.496 21.100 2.765
H -3.414 22.561 3.070
H -3.319 21.402 0.925
C -5.672 19.144 5.423
O -6.486 20.154 6.001
H -4.941 18.771 6.141
H -6.333 18.301 5.224
H -5.171 19.356 4.478
H -7.414 20.072 5.767
C -12.957 15.727 2.149
O -12.713 16.251 0.882
H -13.255 14.681 2.216
H -12.032 15.802 2.721
H -13.661 16.368 2.680
H -12.092 15.706 0.394
C -5.537 14.115 0.186
O -5.665 15.055 1.255
H -4.534 13.738 -0.013
H -5.994 13.136 0.329
H -5.963 14.512 -0.735
H -5.700 15.905 0.811
C -11.236 15.510 5.657
O -11.542 14.286 6.319
H -10.448 15.356 4.920
H -12.163 15.709 5.118
H -10.838 16.267 6.333
H -12.014 14.350 7.153
C -7.653 17.341 2.502
O -8.550 16.590 3.358
H -6.608 17.182 2.768
H -7.754 17.030 1.463
H -7.828 18.411 2.614
H -8.156 15.715 3.380

Highest occupied orbital energy ... -0.344 hartree
2S+1 ... 1
LUMO level ... 0.1 eV
Gap between HOMO and LUMO ... 9.46 eV

---

*b*
Formula: C17H68O17
Source: the Open Molecules 2025 dataset
Level of theory: ωB97M-V with the def2-TZVPD basis set

Geometry (Å):
C -14.893 12.543 -1.462
O -14.790 11.993 -0.204
H -14.581 11.792 -2.185
H -15.899 12.816 -1.714
H -14.300 13.426 -1.563
H -14.115 11.323 -0.193
C -20.036 5.774 -1.385
O -19.755 6.385 -0.122
H -19.142 5.675 -1.959
H -20.371 4.771 -1.169
H -20.807 6.296 -1.964
H -19.650 7.354 -0.251
C -15.846 9.768 3.989
O -16.611 10.413 5.029
H -14.786 10.102 4.021
H -15.931 8.690 4.233
H -16.263 10.011 3.001
H -16.185 10.292 5.845
C -16.511 13.135 3.058
O -16.757 12.500 1.788
H -17.472 13.239 3.539
H -15.906 12.551 3.719
H -16.149 14.140 2.840
H -15.977 12.382 1.194
C -19.560 8.808 -3.459
O -18.512 9.665 -3.902
H -20.535 9.175 -3.841
H -19.465 7.819 -3.867
H -19.633 8.806 -2.341
H -17.778 9.126 -4.214
C -15.530 4.074 -0.554
O -16.638 4.861 -0.917
H -15.614 3.719 0.466
H -15.409 3.247 -1.217
H -14.616 4.656 -0.586
H -17.252 4.796 -0.168
C -20.194 12.626 1.860
O -19.382 11.449 1.639
H -19.568 13.524 1.840
H -20.865 12.693 1.015
H -20.812 12.631 2.762
H -18.452 11.646 1.878
C -21.709 9.804 0.383
O -21.296 10.852 -0.531
H -22.770 9.897 0.398
H -21.439 8.821 0.028
H -21.350 9.828 1.459
H -20.351 10.709 -0.664
C -18.948 12.786 -2.048
O -17.994 12.086 -2.926
H -19.755 13.198 -2.589
H -19.295 12.111 -1.250
H -18.417 13.592 -1.585
H -18.459 11.342 -3.344
C -14.206 7.093 1.488
O -14.077 7.209 0.103
H -14.373 8.093 2.049
H -14.975 6.338 1.750
H -13.300 6.688 1.869
H -14.957 7.365 -0.305
C -12.119 9.625 0.480
O -13.012 9.989 -0.576
H -12.641 9.232 1.362
H -11.343 8.939 0.199
H -11.672 10.551 0.796
H -13.546 9.183 -0.810
C -18.545 7.347 2.616
O -17.794 6.175 2.331
H -19.646 7.125 2.704
H -18.069 7.680 3.532
H -18.322 8.121 1.905
H -18.190 5.868 1.521
C -10.841 6.413 -1.668
O -11.454 6.343 -0.354
H -11.003 5.527 -2.233
H -11.160 7.286 -2.260
H -9.754 6.397 -1.508
H -12.424 6.264 -0.466
C -15.906 10.539 -4.840
O -15.961 10.259 -3.453
H -15.255 11.401 -5.020
H -15.431 9.724 -5.387
H -16.905 10.777 -5.206
H -16.623 10.861 -3.108
C -11.066 13.038 -1.597
O -11.201 13.803 -0.391
H -11.995 12.646 -1.856
H -10.597 13.615 -2.419
H -10.393 12.196 -1.482
H -11.036 13.293 0.410
C -17.468 9.419 -0.540
O -18.905 9.385 -0.428
H -17.126 10.402 -0.919
H -16.978 9.176 0.413
H -17.203 8.654 -1.315
H -19.189 9.729 0.407
C -14.798 6.737 -3.289
O -15.197 7.687 -2.355
H -14.412 5.830 -2.841
H -15.679 6.497 -3.842
H -14.049 7.145 -3.976
H -15.432 8.513 -2.837

Highest occupied orbital energy ... -0.367 hartree
2S+1 ... 1
LUMO level ... 0.5 eV
Gap between HOMO and LUMO ... 10.49 eV

---

*b* is the most stable structure; the next one sits 0.0326 hartree above it.

---

*a*
Formula: CH4N2O2S
Source: the Open Molecules 2025 dataset
Level of theory: ωB97M-V with the def2-TZVPD basis set

Geometry (Å):
C -0.507 -0.836 0.119
N 0.413 -1.619 -0.396
N 1.209 1.447 0.083
O -2.126 1.325 -0.031
O -1.279 -1.033 1.131
S -2.040 -0.037 -0.306
H 0.994 -1.988 0.329
H 0.770 -1.253 -1.254
H 1.488 1.847 0.958
H 1.079 2.147 -0.633

Highest occupied orbital energy (spin up / spin down) ... -0.230 / -0.369 hartree
2S+1 ... 1
LUMO level (spin up / spin down) ... -0.9 / 0.2 eV
Gap between HOMO and LUMO (spin up / spin down) ... 5.39 / 10.26 eV

---

*b*
Formula: CH4N2O2S
Source: the Open Molecules 2025 dataset
Level of theory: ωB97M-V with the def2-TZVPD basis set

Geometry (Å):
C 1.454 -1.230 0.131
N 0.676 -0.547 0.831
N -0.848 1.582 0.079
O -1.936 -0.533 0.578
O -0.706 -0.313 -1.495
S -0.761 -0.062 -0.063
H 2.452 -1.736 0.515
H 1.144 -1.301 -0.928
H -0.899 1.994 1.084
H -0.576 2.146 -0.733

Highest occupied orbital energy ... -0.398 hartree
2S+1 ... 1
LUMO level ... 0.5 eV
Gap between HOMO and LUMO ... 11.31 eV

---

*c*
Formula: CH4N2O2S
Source: the Open Molecules 2025 dataset
Level of theory: ωB97M-V with the def2-TZVPD basis set

Geometry (Å):
C -0.620 -0.498 0.031
H 2.184 -1.901 -0.035
H 1.007 0.470 -0.627
H -1.419 0.690 1.408
H -0.696 2.432 -0.150
N 0.596 -0.439 -0.592
N -1.077 0.753 0.445
O -1.272 -1.514 0.230
O -0.133 1.799 0.377
S 1.431 -1.793 -1.089

Highest occupied orbital energy ... -0.355 hartree
2S+1 ... 1
LUMO level ... 0.5 eV
Gap between HOMO and LUMO ... 10.17 eV

---

*d*
Formula: CH4N2O2S
Source: the Open Molecules 2025 dataset
Level of theory: ωB97M-V with the def2-TZVPD basis set

Geometry (Å):
C -0.875 0.167 0.327
N -1.056 -0.356 -0.983
N 0.517 0.053 0.840
O 2.929 0.271 0.170
O -0.176 0.011 -1.886
S 1.781 -0.568 -0.076
H -1.117 1.234 0.302
H -1.548 -0.353 1.014
H -1.275 -1.351 -1.032
H 0.820 0.891 1.323

Highest occupied orbital energy (spin up / spin down) ... -0.288 / -0.352 hartree
2S+1 ... 1
LUMO level (spin up / spin down) ... -0.5 / -0.2 eV
Gap between HOMO and LUMO (spin up / spin down) ... 7.34 / 9.40 eV

---

*c* is the most stable structure; the next one sits 0.0103 hartree above it.

---

*a*
Formula: C2H3NO2S
Source: the Open Molecules 2025 dataset
Level of theory: ωB97M-V with the def2-TZVPD basis set

Geometry (Å):
C 1.277 -0.938 0.279
C -0.082 -1.071 0.170
N -1.102 1.570 -0.354
O -0.304 1.536 -1.230
O -1.820 2.508 -0.024
S -1.168 0.161 0.775
H 1.938 -1.600 -0.072
H 1.644 -0.117 0.745
H -0.383 -2.048 -0.290

Highest occupied orbital energy ... -0.375 hartree
2S+1 ... 1
LUMO level ... -0.4 eV
Gap between HOMO and LUMO ... 9.77 eV

---

*b*
Formula: C2H3NO2S
Source: the Open Molecules 2025 dataset
Level of theory: ωB97M-V with the def2-TZVPD basis set

Geometry (Å):
C 0.332 0.202 -0.732
C -0.431 -0.294 0.422
N 0.840 2.154 -0.276
O 0.610 -0.222 -1.765
O 1.151 2.277 0.870
S -0.657 -2.023 0.603
H -1.453 0.175 0.280
H -0.003 -0.081 1.306
H -0.388 -2.187 -0.708

Highest occupied orbital energy (spin up / spin down) ... -0.298 / -0.298 hartree
2S+1 ... 1
LUMO level (spin up / spin down) ... -0.4 / -0.4 eV
Gap between HOMO and LUMO (spin up / spin down) ... 7.73 / 7.73 eV

---

*c*
Formula: C2H3NO2S
Source: the Open Molecules 2025 dataset
Level of theory: ωB97M-V with the def2-TZVPD basis set

Geometry (Å):
C 1.669 1.001 0.040
C -0.486 0.353 0.020
N -0.464 -0.902 0.082
O 2.408 0.116 -0.102
O -1.601 -1.711 0.132
S -1.661 1.426 -0.201
H 1.889 2.140 0.167
H 0.541 -1.374 0.029
H -2.295 -1.050 -0.168

Highest occupied orbital energy ... -0.297 hartree
2S+1 ... 1
LUMO level ... 0.3 eV
Gap between HOMO and LUMO ... 8.34 eV

---

*d*
Formula: C2H3NO2S
Source: the Open Molecules 2025 dataset
Level of theory: ωB97M-V with the def2-TZVPD basis set

Geometry (Å):
C -1.944 -0.252 -0.702
C 1.330 0.727 1.049
H -2.388 -0.370 0.421
H -0.295 0.148 -1.647
H 0.249 1.423 1.481
N -0.516 0.095 -0.727
O -2.793 -0.063 -1.472
O 2.494 0.882 1.474
S 0.757 -0.704 0.171

Highest occupied orbital energy ... -0.382 hartree
2S+1 ... 1
LUMO level ... -0.2 eV
Gap between HOMO and LUMO ... 10.19 eV

---

*d* is the most stable structure; the next one sits 0.0699 hartree above it.

---

*a*
Formula: CH10NO2
Source: the Open Molecules 2025 dataset
Level of theory: ωB97M-V with the def2-TZVPD basis set

Geometry (Å):
C 0.467 0.142 -2.518
N 0.130 -0.375 2.042
H 1.430 -0.130 -2.048
H -0.149 0.482 -1.677
H 0.023 -0.745 -2.886
H 0.627 0.984 -3.289
H -0.089 -0.215 2.992
H 0.884 -1.002 1.971
H -0.876 -0.962 0.774
H -2.060 -1.633 -0.104
O -1.278 -1.065 -0.104
H 0.644 2.301 0.823
H 0.493 0.608 1.283
O 0.698 1.325 0.475

Highest occupied orbital energy ... -0.589 hartree
2S+1 ... 1
Net charge ... +1
LUMO level ... -11.5 eV
Gap between HOMO and LUMO ... 4.53 eV

---

*b*
Formula: CH10NO2
Source: the Open Molecules 2025 dataset
Level of theory: ωB97M-V with the def2-TZVPD basis set

Geometry (Å):
C -0.388 -1.228 1.793
N 0.004 -0.145 0.796
H -1.066 -0.861 2.554
H -0.920 -1.968 1.204
H 0.514 -1.624 2.239
H 0.930 0.137 1.109
H -0.671 0.604 0.699
H 0.206 -0.483 -0.154
H 0.339 2.573 -1.002
H 1.841 2.306 -0.828
O 0.968 1.998 -0.541
H -0.120 -0.770 -3.174
H -1.061 0.143 -2.355
O -0.577 -0.681 -2.339

Highest occupied orbital energy ... -0.575 hartree
2S+1 ... 1
Net charge ... +1
LUMO level ... -3.5 eV
Gap between HOMO and LUMO ... 12.15 eV

---

*b* is the most stable structure; the next one sits 0.3173 hartree above it.